This record from the Open Molecules 2025 dataset describes 12 unconnected molecules or ions with the total composition C42H48F24O30 in a non-equilibrium geometry. The level of theory is the ωB97M-V functional and the def2-TZVPD basis.

The geometry in ORCA input format:
```
! RIJCOSX wB97M-V def2-TZVPD def2/J DEFGRID3
* xyz 0 1
O -18.84906 5.16385 7.12124
H -14.41290 13.05637 8.17114
C -20.58588 17.53595 9.22101
C -17.32580 10.78893 3.88506
O -21.28775 16.27797 5.64102
C -20.09399 15.95017 14.68425
H -14.37188 10.44297 10.15427
O -18.26762 13.20035 11.78099
C -18.23811 13.25386 8.42107
H -18.33982 15.52860 15.89710
F -17.80997 16.76883 11.13039
C -16.84332 17.98562 13.63348
C -23.54901 16.76587 15.63026
F -20.36307 13.32441 2.65475
H -21.86055 14.85253 9.97437
C -19.24240 13.32010 1.91397
O -13.20496 15.69403 7.92591
C -13.77802 16.84233 8.25970
F -17.48089 7.79997 10.46591
C -16.03471 5.29770 7.25341
H -13.94958 5.26098 7.83149
H -20.22937 13.00787 13.31359
C -21.43315 16.65900 11.11480
C -18.16412 5.91189 6.46963
O -20.22677 10.19308 13.39109
O -17.86425 12.66336 9.65766
C -17.19192 17.95146 11.42731
O -15.66679 17.61623 13.08863
F -23.33073 16.29097 9.69615
C -15.79118 10.63387 11.74635
C -22.25628 9.61515 8.01217
O -23.03345 12.83989 8.56102
C -19.40665 14.11323 8.73578
O -17.01785 13.29921 3.02737
H -20.62869 11.25814 15.01331
F -14.98111 14.52558 12.10787
H -19.78647 14.99680 16.67766
F -24.08347 14.73699 5.24306
H -14.12485 13.02270 9.84138
H -15.05205 18.58308 11.44504
C -21.83705 5.10857 10.01031
O -14.27666 17.17483 9.31412
F -14.65533 14.27298 14.21704
H -19.79317 15.14938 13.99503
F -18.03718 5.84225 11.02602
H -22.06717 12.78777 13.08644
F -14.75654 18.76701 7.31929
O -15.56958 12.08757 11.91195
H -18.27105 10.85258 5.84172
C -13.17630 14.68915 9.01812
O -19.59251 9.90821 11.32917
O -18.41312 11.47302 3.16706
H -15.23538 14.16277 9.23370
C -18.39755 7.10446 11.12100
C -15.76164 12.56458 13.08666
H -22.03520 17.25451 11.79415
O -20.79100 6.89920 11.26654
O -22.10746 14.27991 6.11891
F -18.97098 14.58585 1.43452
H -22.35586 9.02496 7.11128
H -12.14729 14.22552 9.00366
C -22.46841 11.80817 8.40971
H -23.12827 17.02638 5.19811
H -16.04325 10.53501 9.56118
F -20.13299 10.13055 7.11474
H -16.57807 10.61213 5.84709
H -22.59463 17.19258 6.87237
H -19.19573 15.10182 8.39488
O -16.16182 12.00443 14.08171
C -22.65004 16.53039 5.99140
H -23.63132 14.90599 7.20084
O -21.51835 17.87423 15.81993
C -19.42114 15.78653 16.05142
H -19.44370 16.63723 16.72151
C -19.77123 7.25244 10.43947
C -20.88527 10.16701 8.29248
H -13.21909 15.29171 9.91910
H -15.20565 16.80466 11.23062
H -16.40341 10.96039 3.35877
C -14.62558 5.72510 7.09075
H -15.37628 9.10517 10.38285
F -17.14087 13.96789 8.03537
F -20.09597 6.71582 5.15404
O -19.89113 7.49761 9.28607
H -22.13170 7.29863 9.88951
H -16.89747 10.46933 11.85938
F -24.09956 17.94264 15.40540
H -16.39004 5.42939 8.27863
H -16.13153 4.21113 6.89317
C -13.71710 17.94556 7.16195
F -12.59588 18.68617 7.15643
F -18.48351 7.56268 12.36521
C -17.32149 11.14422 5.34794
F -16.67257 14.56619 13.49315
C -21.97780 6.49672 10.60148
O -19.95820 18.14881 8.44691
O -16.89527 6.13090 6.44823
H -22.54729 8.87749 8.84021
F -24.16753 15.79493 14.92209
H -19.93842 16.93363 14.24732
O -21.18310 11.52494 8.57407
H -18.47100 12.52380 7.72351
O -20.80721 11.77077 11.87361
C -15.68869 17.70844 11.67284
O -19.49120 14.06551 10.15279
F -13.82791 17.37369 5.97442
O -19.90462 14.48444 6.12648
C -18.52540 13.25981 10.63402
H -15.23061 10.16859 12.54202
H -22.74305 6.59888 11.32939
C -21.03006 11.14074 14.02636
H -17.56489 9.75807 3.71259
O -21.51523 15.83816 14.79027
O -17.66693 18.32998 12.64737
H -22.75059 5.04564 9.44937
H -20.70242 16.01863 11.65189
F -22.33264 10.53249 14.06904
O -20.70892 17.73492 10.52168
C -20.18884 10.54550 12.10212
O -23.13659 10.73342 8.01494
O -21.23077 16.38841 8.88971
F -18.50200 8.07910 5.75497
C -14.31638 13.70089 8.99348
C -18.05453 12.72717 2.82256
H -20.91602 5.01323 9.36019
C -22.01929 16.88180 15.41422
H -20.29411 13.72064 8.27880
H -14.21986 5.61141 6.11428
F -19.35193 12.53087 0.81001
F -23.85531 16.49406 16.91828
C -21.06541 12.32517 13.16011
C -18.76423 6.86798 5.35723
H -17.52382 18.71118 10.71865
H -21.70780 4.38208 10.79765
C -23.20230 15.14364 6.21184
C -15.35179 10.19661 10.39987
H -20.40652 9.61645 9.13214
C -21.98474 15.94773 9.93309
O -17.06144 18.00836 14.78644
F -18.12680 6.68652 4.20685
H -17.13506 12.22802 5.37331
C -21.00021 14.96956 5.94483
H -14.60087 6.82393 7.35241
C -15.49803 14.03421 13.23798
*
```

## Properties
Gap between HOMO and LUMO ... 11.19 eV
LUMO energy ... 0.19 eV


This record from the Open Molecules 2025 dataset describes C6H9NO2 in the gas phase in a non-equilibrium geometry. The level of theory is the ωB97M-V functional and the def2-TZVPD basis.

The geometry in ORCA input format:
```
! RIJCOSX wB97M-V def2-TZVPD def2/J DEFGRID3
* xyz 0 1
H 2.76573 -1.22562 -0.83634
C -1.04218 0.35667 -0.46590
C 0.34375 0.49840 1.56521
C 0.86403 -1.11777 -0.22837
O -1.84544 1.18878 -0.18706
H 1.13278 -0.64943 -2.23744
H 0.34553 -2.18508 -1.98302
H 1.30628 0.08354 1.94230
C 0.02325 -0.01870 0.39581
C -0.45838 1.53797 2.33369
H 0.25893 2.29128 2.72743
H 0.71729 -2.09238 0.31250
O 2.27807 -0.71655 -0.16934
N -1.00389 -0.54830 -1.57846
H -1.15345 1.97525 1.66935
H -1.00645 1.10359 3.23237
H -1.41784 -0.13925 -2.43097
C 0.37244 -1.10684 -1.68307
*
```

## Properties
Gap between HOMO and LUMO ... 10.24 eV
LUMO energy ... 0.59 eV


This record from the Open Molecules 2025 dataset describes a molecular structure, C21H20N2O5PPt. The level of theory is the ωB97M-V functional and the def2-TZVPD basis.

The geometry in ORCA input format:
```
! RIJCOSX wB97M-V def2-TZVPD def2/J DEFGRID3
* xyz 1 3
O -3.07418 -0.29862 0.32624
H 2.96306 -1.43342 3.21339
C -0.36320 3.00874 -1.75432
H 0.32415 2.77629 1.56788
C 1.18302 -2.54166 -4.24128
H 0.98085 -1.20136 1.77056
C 0.00890 2.43657 -0.53933
N 0.91299 0.28252 -1.93821
C 1.79593 -0.50031 1.67412
C -0.25586 -3.05228 -2.43009
C 2.91328 -0.63023 2.48958
O -3.58058 -4.30059 1.55622
C -0.26523 4.56491 0.55010
H -0.84729 6.19249 -0.71873
C 0.33942 -3.44865 -3.59453
H 2.04295 -0.57630 -4.19038
H 1.55358 0.91086 -2.40041
H 0.15296 -4.43416 -3.99482
P 0.31194 0.67610 -0.38735
C 1.39705 -1.29636 -3.70526
H -1.32479 0.55565 2.51087
H 4.71965 2.00434 1.36283
O -1.48684 -1.44529 2.10106
C -2.70319 -3.37449 1.23995
H -3.82739 -4.80147 0.76045
Pt -1.23134 -1.10487 -0.20119
C 3.90076 1.30172 1.44919
C 1.72489 0.53251 0.74252
C 0.04254 3.21689 0.61854
H 2.73959 2.25478 -0.07140
C -2.25166 -2.59265 2.45038
C -0.66049 4.36232 -1.81594
H 4.83166 0.16649 3.01442
H -0.23472 5.16996 1.44641
H -1.62867 -3.26559 3.04457
H -2.52333 -0.28743 3.50887
C 0.75619 -0.95869 -2.50981
H -3.12257 -2.32630 3.04813
H -0.94128 4.80789 -2.76075
H -0.43865 2.40319 -2.64881
H -0.92358 -3.69853 -1.87879
O -2.26621 -3.21017 0.11568
H 1.66943 -2.81608 -5.16839
O -4.08832 0.94145 1.89522
C -0.61014 5.13804 -0.66740
C 3.96270 0.26748 2.37666
C 2.78739 1.43653 0.63869
C -3.20340 0.21295 1.52627
N -0.04696 -1.82994 -1.88752
C -2.11499 -0.19523 2.50593
*
```

## Properties
Gap between HOMO and LUMO (alpha / beta) ... 7.70 / 7.39 eV
LUMO energy (alpha / beta) ... -2.62 / -4.68 eV


Calculated energy relative to the best compared isomer or geometry (same formula, charge and spin), 0.0, 116.0, 18.6 kJ/mol (same order as the records).
Calculated E_tot, -170979.3351, -11952.1166, -47849.0157 eV (same order as the records).